Molecular formula: C5H10O2
Method: DFT, the ωB97M-V functional and the def2-TZVPD basis

XYZ file:
```
17
Properties=species:S:1:pos:R:3:forces:R:3:lowdin_charge:R:1
O 1.080 -2.707 0.704 0.6 3.1 -1.7 -0.09
O 1.067 2.919 -1.875 -0.8 -0.7 3.5 0.00
C -0.018 0.908 -1.092 1.0 -0.7 -0.8 -0.19
C 0.461 2.423 -0.909 -2.1 -0.3 -4.6 -0.21
C -0.922 0.408 0.059 -1.8 1.8 0.8 -0.26
C -0.768 -1.059 0.518 2.0 -0.3 -0.3 -0.18
C 0.668 -1.351 1.148 -0.5 0.3 0.2 -0.24
H -2.083 0.787 -0.095 2.8 -1.3 0.1 0.16
H -0.541 0.711 -2.141 1.4 0.9 2.1 0.15
H 0.798 -1.595 2.183 -1.3 0.6 1.1 0.09
H -0.204 3.013 -0.190 1.5 -0.2 -0.1 0.13
H 1.185 -0.309 1.097 0.8 -2.2 -1.0 0.13
H -0.870 -1.792 -0.332 -0.3 0.7 0.9 0.12
H -0.617 1.079 0.904 -0.3 -0.7 -0.2 0.09
H -1.316 -1.341 1.386 -1.7 0.0 0.0 0.09
H 1.003 0.374 -1.122 -1.6 0.3 0.0 0.12
H 1.077 -2.468 -0.241 0.4 -1.4 0.0 0.07
```
Forces are in eV/Å.

Values from the calculation:
SMILES: O=CCCCCO
molar mass: 102.13 g/mol
HOMO-LUMO gap: 0.3777 hartree
HOMO level: -10.054 eV
E_LUMO: 0.224 eV
relative energy (zero: lowest compared OMol25 entry of this formula, charge and spin): 93.8 kcal per mole


Molecular formula: C4H3FO2
Method: DFT, the ωB97M-V functional and the def2-TZVPD basis

XYZ file:
```
10
Properties=species:S:1:pos:R:3:forces:R:3:lowdin_charge:R:1
F -2.208 -0.856 -0.039 0.2 0.0 0.1 0.07
O 1.876 -1.464 -0.037 -0.4 0.1 0.0 0.05
O 0.344 2.317 -0.025 -0.9 -1.0 0.0 0.05
C -0.456 1.393 -0.012 0.2 1.1 0.2 -0.20
C -0.028 -0.016 0.003 -0.1 -0.3 -0.1 -0.14
C 1.420 -0.344 -0.003 0.5 -0.4 0.0 -0.21
C -0.891 -1.033 0.013 0.0 -0.2 0.0 -0.04
H -0.594 -2.085 0.061 -0.1 0.4 -0.1 0.15
H 2.100 0.509 0.009 0.0 0.4 0.0 0.13
H -1.564 1.578 0.030 0.7 -0.1 -0.1 0.14
```
Forces are in eV/Å.

Values from the calculation:
SMILES: O=CC(C=O)=CF
molar mass: 102.06 g/mol
HOMO-LUMO gap: 0.3491 hartree
HOMO level: -10.162 eV
E_LUMO: -0.663 eV
relative energy (zero: lowest compared OMol25 entry of this formula, charge and spin): 5.0 kcal per mole


Molecular formula: C3H11NO7P3S2
Method: DFT, the ωB97M-V functional and the def2-TZVPD basis

XYZ file:
```
27
Properties=species:S:1:pos:R:3:forces:R:3:lowdin_charge:R:1
S -2.070 -1.501 0.544 -0.1 -0.1 0.3 0.26
S 0.275 -2.078 -0.896 -0.2 -0.3 0.1 0.31
P -2.375 1.689 -0.638 0.0 -0.1 -0.3 0.20
P 2.161 -1.201 -0.277 0.2 -0.1 -0.1 0.86
P -1.685 0.598 1.108 0.5 0.1 0.2 0.74
O -3.757 1.062 -1.146 0.2 0.5 -0.2 -0.19
O -2.864 3.074 0.026 -0.1 -0.1 -0.1 -0.20
O -1.363 1.861 -1.693 -0.1 0.1 0.2 -0.33
O -2.657 -1.937 1.795 0.0 -0.1 -0.2 -0.42
O -2.911 -1.514 -0.632 0.1 -0.1 0.0 -0.39
O -0.258 -1.206 -1.920 0.0 0.0 0.0 -0.39
O 0.688 -3.412 -1.272 0.0 0.1 0.0 -0.41
N -0.691 -2.240 0.393 0.1 0.4 -0.3 -0.41
C 1.853 0.608 -0.348 0.1 0.0 0.0 -0.48
C 3.196 1.366 -0.235 -0.2 0.1 0.0 -0.18
C 2.152 -1.543 1.538 0.0 0.0 0.0 -0.32
H 1.405 -2.302 1.766 0.0 0.0 0.0 0.02
H 1.176 0.925 0.440 -0.2 0.0 0.0 0.02
H 3.376 1.966 -1.127 0.1 0.0 0.0 0.06
H 1.369 0.804 -1.305 -0.1 0.0 0.0 0.06
H -2.880 3.747 -0.670 0.0 0.0 0.1 0.07
H 3.185 2.047 0.617 0.0 0.0 0.0 0.06
H 3.135 -1.910 1.833 0.0 0.0 0.1 0.02
H -3.543 0.328 -1.744 -0.1 -0.3 0.2 0.07
H -2.875 0.713 1.854 -0.2 0.0 -0.2 -0.10
H 1.912 -0.638 2.097 0.0 0.0 0.0 0.03
H 4.047 0.693 -0.108 0.0 0.0 0.0 0.04
```
Forces are in eV/Å.

Values from the calculation:
total charge: -1
molar mass: 330.18 g/mol
HOMO-LUMO gap: 0.3117 hartree
HOMO level: -5.612 eV
E_LUMO: 2.871 eV


Molecular formula: C32H49N7O2
Method: DFT, the ωB97M-V functional and the def2-TZVPD basis

XYZ file:
```
90
Properties=species:S:1:pos:R:3:forces:R:3:lowdin_charge:R:1
O 0.289 -1.239 -3.675 -1.1 1.4 3.7 0.10
O 7.079 0.314 -0.325 1.1 -0.1 -1.0 -0.23
N 2.772 -2.044 4.715 0.1 0.0 0.0 0.01
N -8.006 5.938 -0.749 0.0 0.0 0.0 0.00
N -4.177 1.945 -1.097 0.4 -1.2 0.4 -0.04
N -0.263 -5.758 0.169 0.0 0.0 0.1 0.00
N -2.385 0.442 3.746 0.2 0.0 0.1 0.01
N -1.178 -0.026 -2.120 -0.3 -0.7 -0.4 0.02
N -3.595 5.467 -4.496 0.1 0.0 0.1 0.00
C -2.445 6.137 -4.819 0.0 0.0 0.0 -0.14
C -0.417 -1.476 -0.274 -1.2 -0.9 -0.6 -0.08
C -0.736 -0.557 4.841 -0.2 -0.2 0.1 -0.12
C -1.236 1.114 3.424 0.0 0.0 -0.1 -0.15
C -0.553 -7.083 0.359 0.0 -0.1 0.0 -0.15
C -7.487 4.715 -0.416 0.0 0.0 0.0 -0.14
C 0.826 -0.909 -1.155 0.2 -0.7 0.4 -0.20
C 3.224 -1.308 -2.308 0.2 0.4 0.6 -0.19
C -3.986 0.451 -1.214 0.1 0.2 -0.5 -0.25
C -2.089 -0.575 4.614 -0.1 -0.1 0.0 -0.13
C 3.791 -3.690 5.798 -0.1 0.1 0.2 -0.11
C 8.355 0.847 0.089 0.2 1.1 0.9 -0.13
C -6.163 5.680 -1.954 -0.2 0.3 -0.1 -0.11
C -7.208 6.531 -1.690 0.0 0.1 0.0 -0.14
C 4.474 -0.475 -1.744 0.8 0.3 -0.7 -0.21
C -6.339 4.529 -1.147 -0.1 -0.2 0.2 -0.11
C 4.268 -3.662 4.464 0.0 0.1 -0.2 -0.12
C 2.175 -1.758 -1.167 -0.4 -1.3 -0.9 -0.16
C 7.148 -0.337 -1.609 -0.2 -1.8 -0.1 -0.24
C 0.209 -7.537 1.408 -0.2 -0.1 -0.2 -0.11
C -1.951 4.478 -3.384 -0.2 -0.1 0.1 -0.11
C 0.669 -5.360 1.090 0.1 0.1 0.0 -0.15
C -0.195 0.514 4.087 0.0 0.1 -0.2 -0.12
C -1.407 5.543 -4.145 0.0 0.2 -0.1 -0.11
C 0.983 -6.444 1.871 0.1 0.2 0.0 -0.11
C 5.861 -1.303 -1.758 -0.1 0.8 -0.7 -0.17
C -2.824 -0.097 -0.212 -0.6 0.2 -0.9 -0.15
C -3.304 4.458 -3.618 0.0 -0.1 0.0 -0.15
C 2.871 -2.678 5.924 -0.1 0.0 0.0 -0.14
C 0.031 -0.793 -2.553 1.2 0.5 -0.3 -0.33
C 3.624 -2.634 3.820 0.0 0.0 -0.1 -0.14
C -1.749 -0.927 -1.046 -0.2 1.1 -0.1 -0.31
H 1.083 0.146 -0.773 -0.5 -1.4 -0.8 0.15
H -4.296 2.132 -0.086 0.3 0.3 -0.9 0.07
H 2.167 -1.264 4.514 0.1 -0.1 0.0 0.12
H -0.576 -2.613 -0.383 1.0 1.5 0.4 0.11
H 1.692 -6.450 2.686 -0.1 0.0 -0.1 0.09
H -2.465 6.974 -5.499 0.0 -0.1 0.1 0.11
H 9.137 0.889 -0.736 -1.0 -0.3 0.9 0.09
H -4.995 -0.054 -1.016 1.5 0.7 -0.1 0.11
H -1.273 -7.587 -0.267 0.1 0.0 0.1 0.10
H -0.672 -5.169 -0.537 0.1 -0.1 0.1 0.13
H 2.690 -1.833 -0.145 -0.9 0.4 -1.4 0.11
H -1.412 3.802 -2.736 0.0 0.0 -0.1 0.08
H 8.176 1.930 0.427 0.3 -1.5 -0.5 0.09
H 4.647 0.404 -2.473 -0.2 -1.2 1.1 0.11
H -0.370 5.842 -4.193 -0.1 0.0 0.0 0.09
H 2.279 -2.356 6.767 0.1 -0.1 -0.1 0.10
H -0.195 -1.239 5.481 -0.1 0.0 0.0 0.08
H 4.299 0.003 -0.726 0.1 -0.8 -1.2 0.11
H -7.451 7.504 -2.088 0.0 -0.1 0.0 0.10
H -3.365 -0.726 0.566 1.1 0.6 -0.8 0.11
H -5.696 3.660 -1.107 -0.2 0.1 -0.1 0.05
H 8.760 0.288 1.007 -0.5 0.6 -1.5 0.10
H -2.373 0.842 0.273 -0.4 -1.5 -0.5 0.10
H 1.028 -4.342 1.109 0.0 -0.1 0.0 0.10
H -3.732 0.267 -2.315 -0.2 0.0 1.7 0.11
H -3.316 2.413 -1.435 -0.7 -0.4 0.5 0.06
H -4.513 5.683 -4.850 0.1 -0.1 0.0 0.14
H 5.002 -4.320 4.024 -0.1 0.1 0.0 0.09
H -4.083 3.813 -3.238 0.1 0.0 0.0 0.09
H 0.842 0.813 4.036 -0.1 0.1 0.0 0.09
H 5.930 -1.811 -2.787 0.0 0.7 1.4 0.11
H 5.882 -2.142 -0.991 0.0 1.2 -0.7 0.12
H -3.304 0.661 3.399 0.1 0.0 0.1 0.14
H -2.363 -1.674 -1.647 1.1 0.3 1.1 0.15
H 8.076 -1.018 -1.641 -1.2 0.9 0.0 0.12
H 0.208 -8.543 1.799 0.0 0.1 0.0 0.09
H -0.450 -1.206 0.830 0.3 -0.2 -1.5 0.11
H 2.698 -0.635 -3.067 0.6 -1.2 1.0 0.10
H -2.865 -1.222 4.992 0.1 0.0 0.0 0.11
H 7.250 0.382 -2.496 -0.4 -0.7 1.3 0.13
H 1.872 -2.837 -1.439 0.4 1.5 0.5 0.11
H 3.698 -2.274 2.806 0.0 -0.1 0.1 0.10
H -1.258 1.958 2.751 0.0 -0.1 0.1 0.10
H 3.625 -2.245 -2.840 -0.7 1.5 0.7 0.12
H -0.881 0.806 -1.581 0.3 -0.5 -0.7 0.11
H -7.976 4.086 0.312 0.1 0.0 -0.1 0.10
H -8.845 6.339 -0.362 0.1 -0.1 -0.1 0.14
H 4.087 -4.374 6.579 0.0 0.1 -0.1 0.09
H -5.360 5.864 -2.651 -0.1 0.0 0.2 0.06
```
Forces are in eV/Å.

Values from the calculation:
SMILES: COCCCCC[C@@H]1C[C@@H](CCN)NC1=O.c1cc[nH]c1.c1cc[nH]c1.c1cc[nH]c1.c1cc[nH]c1.c1cc[nH]c1
molar mass: 563.79 g/mol
HOMO-LUMO gap: 0.3114 hartree
HOMO level: -8.187 eV
E_LUMO: 0.287 eV


Molecular formula: C17H29BiN2O5P2
Method: DFT, the ωB97M-V functional and the def2-TZVPD basis

XYZ file:
```
56
Properties=species:S:1:pos:R:3:forces:R:3:lowdin_charge:R:1
Bi 0.150 0.293 1.217 -0.9 0.3 2.1 1.60
P 2.666 0.452 0.202 0.5 -1.1 -0.5 0.70
P -2.330 0.316 0.148 -0.6 0.6 -1.1 0.77
O 1.050 0.661 3.576 -1.1 1.2 0.6 -0.19
O -0.725 1.843 3.007 0.7 -0.3 1.5 -0.23
O 1.550 -1.433 -3.211 0.5 1.5 -1.0 -0.18
O -2.028 -1.078 -4.398 1.3 2.2 1.4 -0.13
O 0.105 2.032 5.050 0.2 -0.9 -2.0 0.07
N 0.146 1.533 3.928 0.0 0.0 0.1 -0.53
N 0.174 1.986 -0.902 0.4 -1.1 -1.5 0.00
C 1.369 2.488 -1.295 -0.4 0.3 -0.4 -0.30
C -0.924 3.186 -2.618 0.1 -0.5 -0.6 -0.03
C -0.488 -1.773 2.011 0.3 -0.2 -1.1 -0.42
C -0.938 2.169 -1.659 0.7 1.6 0.8 -0.30
C 3.234 -0.697 -1.057 0.4 0.1 -0.2 -0.27
C 0.148 -2.904 1.489 0.5 -0.7 0.7 -0.15
C -3.570 1.210 1.156 -0.3 0.1 0.3 -0.26
C -0.309 -4.070 3.581 0.0 0.2 -0.4 -0.09
C -1.209 -1.852 3.196 0.5 -0.1 0.5 -0.16
C -3.113 -1.211 -0.461 -0.3 0.0 -0.1 -0.24
C -2.258 1.475 -1.345 -0.8 0.2 0.9 -0.26
C -1.082 -2.985 4.005 -0.1 0.0 -0.3 -0.09
C 3.895 0.543 1.518 0.6 0.0 0.3 -0.27
C 0.268 3.822 -2.968 -0.1 -0.6 0.0 -0.04
C 0.284 -4.045 2.311 -0.4 0.1 -0.1 -0.08
C 2.683 2.087 -0.590 -0.5 0.9 -0.1 -0.28
C 1.441 3.420 -2.339 -0.1 0.3 0.5 -0.03
H -2.848 -2.053 0.198 0.0 0.3 -0.3 0.05
H -1.809 -1.007 3.523 0.2 0.0 0.2 0.09
H 1.041 -2.224 -3.115 -1.0 -1.8 0.1 -0.11
H 0.300 4.530 -3.801 -0.1 -0.1 0.5 0.12
H -0.201 -4.947 4.222 0.0 0.3 -0.2 0.10
H 1.687 -1.311 -4.164 -0.2 -0.2 0.4 0.05
H -1.922 -0.162 -4.757 -0.4 -1.1 -0.2 0.04
H -1.831 3.379 -3.179 0.0 0.1 0.1 0.12
H 3.437 -1.679 -0.605 0.1 0.3 -0.1 0.06
H 0.846 -4.918 1.962 -0.3 0.4 0.0 0.11
H -3.065 2.252 -1.136 1.1 -0.8 -0.5 0.11
H 4.901 0.711 1.100 -0.3 0.1 0.2 0.06
H 2.868 2.856 0.192 0.1 -0.5 -0.4 0.11
H -1.564 -3.007 4.977 -0.1 -0.1 -0.1 0.10
H 3.523 2.099 -1.323 -0.6 0.2 0.5 0.11
H -3.183 2.192 1.469 0.0 -0.4 -0.1 0.05
H -1.466 -0.930 -3.575 -0.8 -1.1 -1.3 0.02
H 2.390 3.905 -2.568 -0.2 -0.3 -0.1 0.12
H -3.835 0.656 2.069 0.1 0.1 -0.3 0.05
H -4.208 -1.096 -0.485 0.3 -0.1 -0.1 0.06
H 3.631 1.328 2.247 0.1 -0.3 -0.3 0.05
H -4.477 1.368 0.548 0.3 -0.1 0.3 0.05
H -2.590 0.862 -2.189 0.1 0.3 -0.1 0.07
H -0.121 -4.376 -2.811 0.2 0.7 0.2 -0.42
H 3.916 -0.416 2.055 -0.1 0.3 -0.2 0.06
H 2.450 -0.857 -1.817 0.3 0.1 0.4 -0.01
H 4.116 -0.291 -1.582 -0.1 -0.3 0.3 0.06
H 0.575 -2.921 0.476 -0.1 0.0 0.5 0.07
H -2.750 -1.415 -1.481 -0.1 -0.1 0.4 0.04
```
Forces are in eV/Å.

Values from the calculation:
molar mass: 612.36 g/mol
HOMO-LUMO gap (alpha / beta): 0.1232 / 0.1236 hartree
HOMO level (alpha / beta): -4.499 / -4.508 eV
E_LUMO (alpha / beta): -1.146 / -1.146 eV


Molecular formula: C29H26N8O2S2V
Method: DFT, the ωB97M-V functional and the def2-TZVPD basis

XYZ file:
```
68
Properties=species:S:1:pos:R:3:forces:R:3:lowdin_charge:R:1
V -1.060 0.599 -1.157 0.0 0.4 0.4 0.95
S -1.343 -0.869 -5.082 0.1 -0.1 -0.1 1.14
S 1.124 0.031 -2.735 -0.5 0.1 -0.2 0.64
O 1.440 0.234 -4.116 0.0 0.0 0.1 -0.26
O 0.875 1.263 -1.931 -0.2 -0.1 -0.3 -0.36
N -1.217 3.371 0.105 0.1 -0.4 0.1 -0.04
N -2.455 -0.748 -0.376 -0.1 -0.6 -0.1 -0.02
N -0.264 -0.795 -2.490 -0.1 -0.1 -0.8 -0.21
N -2.264 0.286 -2.999 0.7 0.1 -0.4 -0.04
N -0.460 0.636 0.634 0.3 -0.1 0.3 -0.07
N 5.632 -2.851 -0.339 0.0 0.0 0.0 0.12
N -1.619 2.584 -0.920 0.0 0.3 0.0 -0.02
N -1.970 -1.773 0.365 0.1 0.4 0.0 -0.04
C 1.980 -1.960 1.712 0.0 0.0 0.0 -0.02
C -1.137 4.651 -0.296 0.0 0.1 0.1 -0.03
C -1.265 -0.464 -3.431 0.3 -0.1 0.5 -0.73
C -0.602 -1.810 0.773 -0.3 -0.2 0.0 -0.12
C -4.114 -2.185 0.088 0.0 0.0 0.0 -0.02
C -1.513 4.715 -1.618 0.1 0.0 0.0 -0.02
C -3.747 -1.003 -0.554 0.0 0.2 0.0 -0.10
C -0.629 1.554 1.675 0.0 -0.2 -0.2 -0.19
C -0.029 -3.050 1.035 0.1 0.0 0.0 0.03
C 3.531 -2.913 -1.522 0.0 -0.1 0.0 -0.02
C 2.356 -0.878 -1.941 0.3 0.1 0.2 -0.32
C -2.791 0.035 -5.218 -0.1 0.0 0.0 -0.36
C -1.792 3.399 -1.964 -0.1 -0.1 0.0 -0.10
C -1.031 2.869 1.434 -0.1 0.3 -0.2 -0.10
C -2.953 -2.643 0.663 0.0 -0.1 0.1 -0.03
C -1.107 3.387 3.799 0.0 0.0 0.0 -0.27
C -0.485 1.183 3.018 0.0 0.1 0.1 0.00
C 1.261 -3.143 1.528 0.0 0.0 0.0 -0.26
C -0.699 2.078 4.046 0.0 0.0 0.0 -0.03
C -1.284 3.754 2.478 0.0 0.0 0.0 0.02
C 2.432 -2.262 -2.039 0.0 0.0 0.0 -0.04
C 3.380 -0.144 -1.346 0.1 -0.1 0.1 -0.05
C 4.477 -0.800 -0.832 -0.1 0.0 0.0 -0.02
C -1.385 4.343 4.926 0.0 0.0 0.0 -0.04
C 0.114 -0.629 0.940 -0.2 0.3 0.2 -0.24
C 4.567 -2.196 -0.908 0.1 0.0 0.1 -0.31
C -3.125 0.585 -4.030 -0.2 -0.1 0.2 -0.22
C 1.880 -4.482 1.818 0.0 0.0 0.0 -0.03
C 1.424 -0.735 1.409 0.1 0.0 -0.1 -0.01
H 6.459 -2.311 -0.147 0.0 0.0 0.0 0.10
H 1.994 0.176 1.543 0.0 0.0 0.0 0.14
H -0.569 1.745 5.069 0.0 0.0 0.0 0.12
H 5.818 -3.796 -0.631 0.0 0.0 0.0 0.10
H -0.198 0.169 3.255 0.0 0.0 0.0 0.12
H 2.505 -4.805 0.984 0.0 0.0 0.0 0.08
H -2.762 -3.502 1.283 0.0 0.0 0.0 0.13
H 3.313 0.934 -1.283 0.0 0.0 0.0 0.12
H -0.549 4.376 5.625 0.0 0.0 0.0 0.08
H -3.320 0.116 -6.153 0.0 0.0 0.0 0.08
H -0.598 -3.953 0.854 0.0 0.0 0.0 0.12
H 1.120 -5.245 1.981 0.0 0.0 0.0 0.08
H -0.815 5.419 0.385 0.0 0.0 0.0 0.13
H -5.089 -2.635 0.137 0.0 0.0 0.0 0.11
H 5.273 -0.236 -0.363 0.0 0.0 0.0 0.12
H 1.637 -2.823 -2.510 0.0 0.0 0.0 0.12
H -4.001 1.187 -3.838 0.0 0.0 0.0 0.12
H -1.651 4.746 2.250 0.0 0.0 0.0 0.12
H 2.514 -4.439 2.703 0.0 0.0 0.0 0.09
H -1.555 5.588 -2.245 0.0 0.0 0.0 0.11
H -4.349 -0.316 -1.124 0.0 0.0 0.0 0.12
H -1.553 5.355 4.560 0.0 0.0 0.0 0.08
H 3.598 -3.992 -1.594 0.0 0.0 0.0 0.12
H -2.270 4.041 5.487 0.0 0.0 0.0 0.09
H -2.083 2.988 -2.916 0.0 0.0 0.0 0.11
H 2.996 -2.007 2.086 0.0 0.0 0.0 0.12
```
Forces are in eV/Å.

Values from the calculation:
2S+1: 3
total charge: +1
molar mass: 633.66 g/mol
HOMO-LUMO gap (alpha / beta): 0.2670 / 0.3007 hartree
HOMO level (alpha / beta): -10.022 / -10.204 eV
E_LUMO (alpha / beta): -2.757 / -2.021 eV
relative energy (zero: lowest compared OMol25 entry of this formula, charge and spin): 0.0 kcal per mole


Molecular formula: CH6NS
Method: DFT, the ωB97M-V functional and the def2-TZVPD basis

XYZ file:
```
9
Properties=species:S:1:pos:R:3:forces:R:3:lowdin_charge:R:1
S -1.220 -2.051 -2.647 0.2 0.1 0.0 -0.43
N 0.474 1.073 -0.045 0.0 -0.1 0.0 -0.08
C 0.705 0.454 1.257 -0.3 0.4 0.1 -0.22
H 0.473 1.179 2.040 0.1 0.1 0.1 0.05
H -2.545 -2.023 -2.453 -0.1 0.0 0.0 -0.53
H -0.526 1.133 -0.203 0.1 0.0 -0.1 0.05
H 0.805 0.449 -0.773 -0.2 0.0 0.0 0.04
H 0.077 -0.416 1.469 0.2 -0.2 -0.2 0.06
H 1.757 0.202 1.354 0.1 -0.2 0.1 0.06
```
Forces are in eV/Å.

Values from the calculation:
total charge: -1
molar mass: 64.13 g/mol
HOMO-LUMO gap: 0.2364 hartree
HOMO level: -2.488 eV
E_LUMO: 3.944 eV
relative energy (zero: lowest compared OMol25 entry of this formula, charge and spin): 3.5 kcal per mole


Molecular formula: C4H4BrI
Method: DFT, the ωB97M-V functional and the def2-TZVPD basis

XYZ file:
```
10
Properties=species:S:1:pos:R:3:forces:R:3:lowdin_charge:R:1
I 3.049 -1.596 -1.837 -0.4 0.8 0.2 0.75
Br 1.366 -2.568 2.237 0.4 -0.5 0.4 0.76
C 0.480 0.133 -0.575 0.7 1.7 2.9 -0.26
C 0.982 -1.599 0.757 2.5 4.8 -4.6 -0.73
C 1.751 -0.631 -0.502 -1.2 -4.9 4.6 -0.65
C -0.135 -0.583 0.659 2.1 -1.7 -1.3 -0.26
H 0.525 1.210 -0.141 0.3 -1.3 -1.7 0.15
H -0.955 -1.182 0.439 -2.3 -0.5 -0.4 0.09
H -0.221 -0.035 1.541 -0.6 1.2 1.3 0.08
H 0.061 -0.001 -1.516 -1.5 0.4 -1.5 0.08
```
Forces are in eV/Å.

Values from the calculation:
SMILES: BrC1=C(I)CC1
molar mass: 258.88 g/mol
HOMO-LUMO gap (alpha / beta): 0.2847 / 0.2925 hartree
HOMO level (alpha / beta): -8.039 / -8.095 eV
E_LUMO (alpha / beta): -0.293 / -0.136 eV
relative energy (zero: lowest compared OMol25 entry of this formula, charge and spin): 83.6 kcal per mole


Record-wise energy values, in eV: -9438.97534, -11007.48974, -68652.46759, -48499.62822, -55725.11676, -93865.80682, -13460.35412, -82351.04842